(1)
DFT (ωB97M-V/def2-TZVPD) results for C7H15N as an isolated structure at a distorted geometry.

Summary:
maximum force: 2.97 eV Å⁻¹
HOMO energy: -7.15 eV
DFT total energy: -330.3288 hartree

Geometry as ORCA input:
```
! wB97M-V def2-TZVPD RIJCOSX def2/J DEFGRID3
* xyz 0 1
C 0.25013 0.09685 1.08956
C -0.24111 -1.84352 -0.58880
C -0.05768 0.60748 -2.50773
C 1.76207 0.29913 1.27593
C -0.37774 -0.48288 2.35072
C -0.21512 -0.40164 -0.19035
C -0.41045 0.71079 -1.03845
N -1.58453 1.53785 -0.87410
H 0.13878 1.28576 0.40121
H -1.93663 1.52365 0.07529
H -1.53570 2.45931 -1.29279
H -0.23623 -2.48071 0.29660
H 0.65271 -2.11514 -1.16372
H -1.10456 -2.08018 -1.21603
H -0.80085 0.00576 -3.04054
H 0.92131 0.14888 -2.64772
H -0.05195 1.59341 -2.97697
H 1.96978 0.96739 2.11489
H 2.22303 0.71902 0.38277
H 2.23475 -0.66496 1.49590
H -0.33251 0.24525 3.16415
H 0.15500 -1.37684 2.69281
H -1.42249 -0.75466 2.19736
*
```



(2)
DFT (ωB97M-V/def2-TZVPD) results for a 2-piece molecular cluster, C7H15N overall at a distorted geometry.

Summary:
maximum force: 2.47 eV Å⁻¹
HOMO energy: -9.55 eV
DFT total energy: -330.3867 hartree
SMILES: C=CCC.C=NCC

Geometry as ORCA input:
```
! wB97M-V def2-TZVPD RIJCOSX def2/J DEFGRID3
* xyz 0 1
C 0.27862 -1.05822 2.98581
C 1.43392 -0.70433 2.37410
C 1.52259 -0.14901 0.94443
C 1.89035 1.37664 1.03769
H 0.36193 -1.41745 4.02147
H -0.72998 -0.95207 2.52696
H 2.35043 -0.81907 2.95619
H 2.38166 -0.66963 0.40398
H 0.54145 -0.26777 0.48230
H 2.77823 1.51982 1.68518
H 2.06022 1.78729 0.01259
H 1.12753 2.01912 1.41397
C 0.20728 1.06875 -1.83956
N -1.06962 0.89802 -1.78717
C -1.64717 -0.40554 -1.45922
C -2.80790 -0.74833 -2.34527
H 0.98449 0.36523 -1.51656
H 0.50665 2.00382 -2.25157
H -0.86295 -1.18811 -1.49630
H -2.02499 -0.24538 -0.43553
H -3.20249 -1.74236 -2.20429
H -3.58072 0.07015 -2.12559
H -2.49952 -0.74157 -3.38359
*
```



(3)
DFT (ωB97M-V/def2-TZVPD) results for one molecule with the formula C7H15N at a distorted geometry.

Summary:
maximum force: 1.47 eV Å⁻¹
HOMO energy: -7.82 eV
DFT total energy: -330.4480 hartree
SMILES: CCC/C(C)=C(/C)N

Geometry as ORCA input:
```
! wB97M-V def2-TZVPD RIJCOSX def2/J DEFGRID3
* xyz 0 1
C -0.40201 -3.32219 -0.44730
C -0.39121 -1.93140 0.22316
C 0.45416 -0.90087 -0.55473
C -0.10012 0.50957 -0.41142
C -0.87639 1.04415 -1.59163
C 0.28862 1.31918 0.57549
C -0.03908 2.78021 0.64012
N 1.07418 0.88048 1.67327
H -1.15397 -3.93323 0.05903
H -0.59699 -3.22265 -1.51161
H 0.55637 -3.82962 -0.31759
H -0.01082 -2.03191 1.24459
H -1.43298 -1.62310 0.25978
H 0.38271 -1.13238 -1.62087
H 1.49740 -0.93193 -0.25209
H -1.51568 1.87608 -1.27024
H -1.55241 0.27852 -1.97644
H -0.21744 1.53992 -2.30696
H -1.10845 2.93434 0.78567
H 0.19447 3.34497 -0.25887
H 0.45444 3.25820 1.47752
H 1.97413 1.34162 1.72039
H 1.20174 -0.12046 1.71692
*
```



(4)
DFT (ωB97M-V/def2-TZVPD) results for one molecule with the formula C7H15N at a distorted geometry.

Summary:
maximum force: 1.22 eV Å⁻¹
HOMO energy: -8.85 eV
DFT total energy: -330.4319 hartree
SMILES: C/C=C/CCCCN

Geometry as ORCA input:
```
! wB97M-V def2-TZVPD RIJCOSX def2/J DEFGRID3
* xyz 0 1
C -3.44693 -1.76431 0.91316
C -2.13076 -1.04330 0.82945
C -1.21565 -1.26270 -0.09581
C 0.19395 -0.73245 0.02069
C 0.79040 -0.20916 -1.27477
C 2.00916 0.70113 -1.04388
C 1.62394 2.03511 -0.37273
N 2.00342 2.17793 1.01750
H -4.30107 -1.10912 0.67260
H -3.51457 -2.57938 0.19547
H -3.64072 -2.10297 1.93444
H -1.90300 -0.40071 1.67218
H -1.37634 -1.84639 -0.99918
H 0.20694 0.03495 0.80795
H 0.84672 -1.45426 0.52495
H 1.05916 -1.06435 -1.89216
H 0.08718 0.42718 -1.82038
H 2.76684 0.19022 -0.44142
H 2.46289 0.93852 -2.00234
H 2.08766 2.83450 -0.95248
H 0.54557 2.19818 -0.47332
H 2.82410 2.71718 1.24395
H 2.02111 1.31420 1.53610
*
```



(5)
DFT (ωB97M-V/def2-TZVPD) results for C7H15N2 as an isolated structure at a distorted geometry.

Summary:
maximum force: 5.35 eV Å⁻¹
HOMO energy: -14.52 eV
DFT total energy: -384.9310 hartree

Geometry as ORCA input:
```
! wB97M-V def2-TZVPD RIJCOSX def2/J DEFGRID3
* xyz 1 1
C 1.54939 0.52717 1.03535
C 0.21868 -1.41618 0.55466
C 0.14635 0.91614 -0.35604
C -0.72369 -0.29639 0.03498
C 0.88097 0.86304 -1.60111
C -1.68771 0.10323 1.12105
C -1.54180 -0.83104 -1.15770
N 1.26239 -0.69670 1.29718
N 2.53901 1.35960 1.25941
H -0.30138 -2.08805 1.17824
H 0.68259 -2.03449 -0.29314
H -0.07705 1.83762 0.06014
H 1.59956 0.14126 -1.50453
H 1.49612 1.74475 -1.73372
H 0.27840 0.69606 -2.46624
H -2.70883 -0.34519 1.05671
H -1.84408 1.10396 0.88970
H -1.30691 -0.04469 2.05490
H -2.21926 -0.05020 -1.53778
H -2.07633 -1.68018 -0.92599
H -0.93984 -1.18914 -1.88877
H 2.03793 -1.33136 1.61139
H 2.40676 2.30096 0.94364
H 3.27493 1.20933 1.87723
*
```



(6)
DFT (ωB97M-V/def2-TZVPD) results for an isolated ion of composition C7H15N2O and charge +1.

Summary:
maximum force: 0.97 eV Å⁻¹
HOMO energy: -13.59 eV
DFT total energy: -460.1902 hartree
SMILES: C[C@@H]1/C=N/CCOC[NH2+]C1

Geometry as ORCA input:
```
! wB97M-V def2-TZVPD RIJCOSX def2/J DEFGRID3
* xyz 1 1
C -0.11800 1.95670 2.30077
C -0.42825 1.15934 1.03844
C 0.11935 -0.23909 1.08486
N -0.59429 -1.17447 0.65761
C -0.04656 -2.43788 0.29669
C -0.18092 -2.49562 -1.23847
O 0.37142 -1.35374 -1.90272
C -0.29847 -0.14870 -1.81267
N 0.67983 0.86129 -1.22051
C 0.18776 1.84462 -0.20641
H -0.66563 1.53969 3.14104
H -0.42177 2.99265 2.18094
H 0.94328 1.92665 2.53340
H -1.51131 1.08301 0.91358
H 1.16571 -0.36359 1.41386
H -0.65032 -3.24013 0.72134
H 1.00224 -2.55699 0.60584
H 0.38706 -3.33704 -1.63343
H -1.23167 -2.60381 -1.51290
H -0.56016 0.20798 -2.81797
H -1.19358 -0.20964 -1.18753
H 1.12927 1.36824 -1.98945
H 1.40465 0.27396 -0.78179
H -0.53902 2.50311 -0.68418
H 1.04938 2.44348 0.09966
*
```



| no. | M (g mol⁻¹) |
| --- | --- |
| 1 | 113.20 |
| 2 | 113.20 |
| 3 | 113.20 |
| 4 | 113.20 |
| 5 | 127.21 |
| 6 | 143.21 |